Density functional theory data (the ωB97M-V functional and the def2-TZVPD basis) for a 6-piece molecular cluster, C25H46BN2O15 overall.

Summary:
- HOMO level (eV) = -4.80
- gap between HOMO and LUMO (eV) = 6.426
- molecular weight (g mol⁻¹) = 625.45
- lowest unoccupied orbital energy (eV) = 1.6
- E (hartree) = -2243.0952
- net charge = -1

Cartesian coordinates (Å):
1 C 4.715 -3.705 0.329
2 O 3.112 1.546 -0.296
3 H -6.778 4.370 4.066
4 H 5.451 0.263 -1.207
5 O 5.495 -2.828 0.984
6 H -2.369 -2.542 -2.661
7 C -0.234 -4.382 3.178
8 H 2.801 4.132 0.280
9 H -8.928 3.598 3.133
10 H -6.829 5.402 2.549
11 B -4.683 4.576 3.003
12 H -2.250 -6.009 2.710
13 O 1.237 2.816 -0.104
14 O 5.772 -2.777 -3.336
15 H 0.983 -2.065 3.479
16 O 5.933 -0.532 -3.031
17 N -2.413 7.321 4.047
18 H 0.850 -6.122 -5.860
19 H -4.307 4.925 5.212
20 H -4.285 3.480 3.316
21 C 1.946 3.678 0.784
22 O 6.449 -1.354 -4.976
23 H 3.224 -4.295 -1.762
24 H 1.265 4.472 1.093
25 O 4.924 -4.886 0.207
26 C 5.490 -0.716 -1.685
27 C -3.133 6.002 -1.203
28 C 1.366 -2.755 2.724
29 H -3.359 -1.888 -3.975
30 H -1.875 5.265 4.101
31 H 1.569 -4.616 -5.267
32 C 6.662 -3.405 1.566
33 O -0.508 -4.733 -5.227
34 H -2.221 -5.554 4.448
35 C 1.959 1.784 -0.566
36 C -4.785 5.973 0.533
37 H 2.668 0.229 -2.568
38 H 2.450 -2.645 2.676
39 H 6.389 -4.157 2.310
40 C -4.063 5.057 1.544
41 H 5.634 -2.977 -5.989
42 H 6.192 -1.342 -1.130
43 H 0.953 -2.521 1.741
44 C -6.328 4.463 3.001
45 H -3.340 7.794 4.084
46 O 3.661 -3.035 -0.166
47 H 6.939 -2.105 -6.811
48 H 7.213 -2.609 2.067
49 H 2.310 -4.614 -0.247
50 H 2.135 -0.772 -1.172
51 H -8.986 3.354 1.290
52 C -2.261 5.097 -0.324
53 H 1.095 -0.584 -2.593
54 H -1.245 4.771 -0.756
55 H 7.303 -3.839 0.796
56 H -8.709 1.877 2.379
57 C 6.025 -1.667 -3.738
58 H -2.777 6.331 -2.239
59 H -1.699 -7.166 3.933
60 O 1.175 1.061 -1.384
61 H -1.681 -1.346 -3.812
62 O 1.077 -4.106 3.083
63 C -6.857 3.169 2.180
64 H -6.390 2.248 2.679
65 C -2.716 6.035 4.131
66 O -0.364 -5.676 3.519
67 O 0.026 -3.368 -3.490
68 H 1.931 -3.202 -1.245
69 H -1.962 3.906 1.733
70 C 1.818 -0.076 -1.953
71 H -6.494 3.200 1.099
72 O -1.969 -3.263 -4.572
73 H -5.824 6.331 0.882
74 O -1.137 -3.606 2.990
75 H 4.488 -1.148 -1.665
76 C -2.352 -2.201 -3.698
77 C -0.739 -3.749 -4.343
78 C 6.594 -2.475 -5.845
79 H 0.880 -5.812 -4.116
80 H -4.981 6.440 4.393
81 C -1.715 -6.111 3.657
82 C -4.240 5.574 4.254
83 H 2.267 3.133 1.675
84 H 7.339 -3.171 -5.455
85 C 0.774 -5.345 -5.098
86 C 2.739 -3.845 -0.893
87 C -8.468 3.003 2.260
88 N -4.396 6.452 -0.741
89 C -2.627 4.570 1.099

Density functional theory data (the ωB97M-V functional and the def2-TZVPD basis) for a 2-piece molecular cluster, CH5S3 overall.

Summary:
- HOMO level (alpha / beta) (eV) = -9.01 / -9.22
- gap between HOMO and LUMO (alpha / beta) (eV) = 9.493 / 7.258
- molecular weight (g mol⁻¹) = 113.25
- lowest unoccupied orbital energy (alpha / beta) (eV) = 0.5 / -2.0
- energy above the lowest of the compared OMol25 structures with the same formula, charge and spin (kcal per mole) = 15.1
- 2S+1 = 2
- E (hartree) = -1235.5985
- net charge = 0

Cartesian coordinates (Å):
1 S 1.570 1.067 1.478
2 H -1.323 -0.595 2.207
3 S 1.914 -0.259 -2.679
4 H 1.456 -0.609 -1.386
5 S -0.351 1.244 0.745
6 H 1.345 1.044 -2.578
7 H -2.362 -0.112 0.594
8 H -0.879 -1.362 0.567
9 C -1.369 -0.418 1.054

Density functional theory data (the ωB97M-V functional and the def2-TZVPD basis) for the molecule C4H10N2O.

Summary:
- HOMO level (eV) = -9.30
- gap between HOMO and LUMO (eV) = 10.152
- molecular weight (g mol⁻¹) = 102.14
- lowest unoccupied orbital energy (eV) = 0.9
- energy above the lowest of the compared OMol25 structures with the same formula, charge and spin (kcal per mole) = 41.2
- SMILES string = CNC(=O)[C@H](C)N
- E (hartree) = -343.1357
- net charge = 0

Cartesian coordinates (Å):
1 H -0.519 -0.652 2.588
2 N 0.437 1.002 -1.243
3 H 1.947 0.232 -2.622
4 H 0.788 -0.995 -1.974
5 H -2.000 -1.061 -0.459
6 H -2.389 0.224 0.761
7 H 0.731 0.395 2.348
8 H 0.411 -1.030 -0.117
9 N 0.296 -0.490 1.996
10 C -1.686 -0.645 0.523
11 C -0.160 -0.314 0.571
12 C 0.174 1.029 0.062
13 H 0.490 1.848 -1.710
14 C 1.264 -0.006 -1.797
15 O 0.030 2.020 0.753
16 H -1.830 -1.347 1.325
17 H 2.015 -0.209 -1.005

Density functional theory data (the ωB97M-V functional and the def2-TZVPD basis) for C31H45ClCoF5N2O2P2 as an isolated structure.

Summary:
- HOMO level (eV) = -6.99
- gap between HOMO and LUMO (eV) = 6.815
- molecular weight (g mol⁻¹) = 729.04
- lowest unoccupied orbital energy (eV) = -0.2
- energy above the lowest of the compared OMol25 structures with the same formula, charge and spin (kcal per mole) = 7.6
- E (hartree) = -4493.3014
- net charge = 0

Cartesian coordinates (Å):
1 H -0.366 -0.926 -4.623
2 C -3.171 -1.247 2.657
3 Co 1.081 -0.780 0.145
4 C 3.518 0.066 1.338
5 O 2.780 0.219 0.373
6 H -2.207 -4.485 2.832
7 C -2.267 -3.461 2.485
8 Cl 0.556 0.287 2.075
9 C 4.515 1.128 1.740
10 H -3.001 -2.699 -0.836
11 H 5.341 3.369 3.390
12 N -0.767 -1.274 -0.130
13 C 0.314 1.531 -1.907
14 H -5.086 0.790 2.581
15 H -0.336 1.465 -1.021
16 C -1.209 -1.612 -1.385
17 H 3.428 1.220 -2.535
18 H -3.048 0.134 -1.285
19 H 1.415 -2.326 -4.048
20 H -3.749 -3.056 -3.122
21 H -3.116 2.636 -1.319
22 C -4.812 1.814 2.336
23 H -1.399 1.311 -3.241
24 H -4.491 1.902 -2.151
25 H 2.711 2.152 2.433
26 C -0.527 1.949 -3.107
27 H 4.079 -0.404 -2.433
28 C 1.733 -2.574 -0.013
29 H 4.067 0.438 -3.979
30 O 3.463 -0.981 2.107
31 H 4.253 -0.902 2.699
32 N 5.345 0.616 2.837
33 F 3.857 -3.418 0.785
34 F 1.424 -3.200 1.149
35 H 0.053 1.935 -4.034
36 F 1.043 -3.236 -0.999
37 F 3.961 -1.949 -0.784
38 H -0.872 2.974 -2.955
39 C 3.504 0.270 -3.058
40 F 3.314 -3.947 -1.220
41 C -3.096 -2.556 3.120
42 H 6.326 0.752 2.637
43 H 3.827 3.211 4.289
44 H -4.692 -1.102 0.191
45 C 3.236 -2.973 -0.308
46 H -5.135 2.448 3.167
47 C -0.490 -1.130 -2.486
48 H 2.971 -1.826 -4.723
49 H 0.921 3.511 -1.316
50 C 2.345 -1.807 -3.828
51 H 5.109 1.368 0.857
52 H -5.358 -0.469 -1.312
53 C 3.764 2.383 2.264
54 C -2.829 -2.510 -2.950
55 C -2.409 -2.314 -1.654
56 C -1.545 -1.739 0.961
57 H -0.846 -3.750 0.902
58 C 2.139 -0.355 -3.395
59 H 2.033 2.255 -0.766
60 C 4.483 2.718 3.573
61 C -2.420 -0.815 1.571
62 H -4.704 2.596 -0.548
63 C -1.501 -3.051 1.401
64 H -2.197 0.950 3.695
65 C -4.014 2.030 -1.176
66 H -1.583 2.543 3.312
67 H 2.022 2.764 -2.466
68 H 4.126 0.823 4.539
69 P -2.468 0.890 0.837
70 C -2.103 -2.019 -4.042
71 H 3.809 3.193 1.538
72 C -2.497 1.955 3.405
73 C 4.954 1.351 4.057
74 H -3.092 2.378 4.218
75 H -5.696 0.353 0.208
76 H -2.448 -2.173 -5.055
77 C -4.927 -0.184 -0.348
78 H 2.861 -2.370 -3.055
79 C 1.395 2.568 -1.593
80 H -3.701 -2.868 3.962
81 H 1.695 0.214 -4.218
82 H -3.162 2.976 1.655
83 H 5.784 1.381 4.760
84 H -5.391 2.108 1.462
85 P 0.943 -0.202 -1.999
86 H -3.850 -0.565 3.146
87 C -3.304 1.985 2.099
88 C -3.680 0.671 -0.568
89 C -0.936 -1.326 -3.793